#w
Here is 6 unconnected molecules or ions with the total composition C20H55IN5O5 from OMol25. Energies are from the ωB97M-V functional and the def2-TZVPD basis.

The geometry in ORCA input format:
```
! wB97M-V def2-TZVPD RIJCOSX def2/J DEFGRID3
* xyz -1 1
I 1.80 1.45 0.97
C 0.71 1.26 8.17
C 0.24 -0.23 8.28
C -0.73 -0.50 9.40
O -1.31 -1.79 9.18
C -2.29 -2.05 10.19
N -0.45 -0.44 7.05
H 1.37 1.44 7.32
H 1.33 1.47 9.05
H -0.12 1.97 8.14
H 1.09 -0.90 8.40
H -1.53 0.23 9.29
H -0.26 -0.40 10.39
H -1.93 -1.80 11.19
H -2.60 -3.08 10.31
H -3.14 -1.38 10.00
H 0.13 -0.17 6.27
H -1.24 0.18 6.92
C -4.26 -1.28 -2.40
C -3.93 -2.77 -2.59
C -4.62 -3.51 -3.80
O -4.23 -4.89 -3.90
C -5.05 -5.53 -4.87
N -2.52 -2.88 -2.72
H -4.13 -0.60 -3.25
H -3.79 -0.75 -1.57
H -5.35 -1.30 -2.31
H -4.29 -3.19 -1.65
H -4.32 -3.08 -4.76
H -5.69 -3.38 -3.66
H -4.67 -6.55 -4.83
H -4.91 -5.18 -5.89
H -6.12 -5.68 -4.68
H -2.17 -2.08 -2.22
H -2.39 -2.55 -3.67
C 5.11 -4.34 -3.57
C 3.63 -4.79 -3.21
C 3.28 -6.23 -3.78
O 1.90 -6.52 -3.50
C 1.49 -7.70 -4.19
N 3.37 -4.74 -1.76
H 5.77 -4.96 -2.97
H 5.31 -3.34 -3.21
H 5.36 -4.48 -4.62
H 2.99 -4.02 -3.66
H 3.87 -7.02 -3.31
H 3.40 -6.24 -4.86
H 1.51 -7.62 -5.28
H 0.49 -8.00 -3.88
H 2.11 -8.52 -3.83
H 3.36 -3.79 -1.41
H 4.26 -5.06 -1.40
C 6.23 2.68 -5.33
C 7.22 3.67 -4.66
C 8.09 4.39 -5.70
O 8.88 3.44 -6.33
C 9.28 4.00 -7.61
N 6.33 4.65 -3.99
H 5.58 3.16 -6.06
H 5.61 2.13 -4.62
H 6.86 1.97 -5.87
H 7.71 3.08 -3.88
H 8.81 5.09 -5.26
H 7.49 5.02 -6.35
H 9.97 4.83 -7.47
H 8.44 4.31 -8.24
H 9.81 3.25 -8.19
H 6.77 5.35 -3.42
H 5.87 4.01 -3.35
C -4.93 5.52 2.21
C -5.10 5.21 3.78
C -6.54 5.25 4.33
O -7.17 6.46 4.09
C -8.49 6.56 4.46
N -4.44 3.95 4.07
H -3.85 5.52 2.10
H -5.36 6.48 1.91
H -5.37 4.84 1.48
H -4.54 5.94 4.37
H -6.52 5.06 5.40
H -7.11 4.44 3.89
H -8.65 7.64 4.35
H -8.59 6.30 5.52
H -9.25 6.15 3.80
H -5.12 3.22 3.95
H -3.79 3.77 3.31
*
```

Properties
Gap between HOMO and LUMO, eV: 5.71
Molecular weight, g mol⁻¹: 572.6
LUMO energy, hartree: 0.085
E_HOMO, eV: -3.39

Here are the Mulliken charges for atoms 1 to 6, given in e: -1.00 -1.36 0.31 -0.75 -0.29 -0.75

#x
Here is 6 unconnected molecules or ions with the total composition C20H55IN5O5 from OMol25. Energies are from the ωB97M-V functional and the def2-TZVPD basis.

The geometry in ORCA input format:
```
! wB97M-V def2-TZVPD RIJCOSX def2/J DEFGRID3
* xyz -1 1
I 0.16 0.43 -0.92
C -0.51 6.00 -0.16
C -0.62 4.51 0.00
C -1.50 4.10 1.15
O -1.13 4.81 2.32
C -1.99 4.62 3.41
N -1.05 3.97 -1.24
H -1.46 6.53 -0.24
H 0.02 6.21 -1.08
H 0.02 6.42 0.70
H 0.40 4.21 0.24
H -1.38 3.02 1.20
H -2.53 4.33 0.89
H -3.04 4.81 3.16
H -1.76 5.28 4.24
H -2.01 3.58 3.74
H -2.06 3.99 -1.27
H -0.89 2.99 -1.07
C -3.99 1.33 1.78
C -4.27 0.24 0.81
C -5.80 -0.03 0.67
O -6.06 -1.22 -0.03
C -7.47 -1.39 -0.24
N -3.73 0.57 -0.48
H -2.93 1.50 1.98
H -4.41 1.01 2.73
H -4.43 2.31 1.59
H -3.84 -0.73 1.07
H -6.31 0.84 0.25
H -6.19 -0.16 1.68
H -7.75 -2.32 -0.73
H -7.84 -0.57 -0.86
H -8.00 -1.43 0.71
H -4.25 0.01 -1.14
H -2.74 0.38 -0.56
C 5.12 1.70 -2.39
C 4.02 1.07 -1.57
C 4.55 -0.06 -0.60
O 5.06 0.46 0.65
C 5.57 -0.57 1.55
N 3.36 2.13 -0.88
H 4.85 2.42 -3.16
H 5.56 0.86 -2.93
H 5.97 2.02 -1.79
H 3.31 0.65 -2.29
H 5.39 -0.58 -1.06
H 3.70 -0.71 -0.37
H 6.27 -0.07 2.22
H 6.19 -1.30 1.04
H 4.79 -1.04 2.15
H 2.40 1.85 -0.77
H 3.16 2.92 -1.48
C 0.60 -2.35 -6.33
C 0.37 -2.49 -4.84
C 0.72 -3.84 -4.22
O -0.18 -4.79 -4.71
C -0.01 -6.10 -4.33
N 1.13 -1.43 -4.19
H 0.37 -1.36 -6.73
H -0.07 -3.05 -6.83
H 1.62 -2.60 -6.59
H -0.68 -2.32 -4.58
H 0.67 -3.80 -3.13
H 1.74 -4.12 -4.47
H -0.93 -6.64 -4.55
H 0.13 -6.09 -3.25
H 0.84 -6.56 -4.83
H 1.00 -0.57 -4.70
H 0.79 -1.17 -3.27
C 0.45 -2.96 2.79
C 1.13 -1.57 3.07
C 1.90 -1.55 4.34
O 1.10 -1.85 5.47
C 1.68 -1.71 6.79
N 1.93 -1.19 1.92
H -0.22 -3.25 3.60
H 1.07 -3.85 2.74
H -0.08 -2.93 1.84
H 0.35 -0.81 3.12
H 2.45 -0.63 4.53
H 2.71 -2.28 4.32
H 2.42 -2.48 7.01
H 0.91 -1.73 7.56
H 2.11 -0.72 6.91
H 1.43 -1.22 1.05
H 2.65 -1.90 1.86
*
```

Properties
Gap between HOMO and LUMO, eV: 7.46
Molecular weight, g mol⁻¹: 572.6
LUMO energy, hartree: 0.097
E_HOMO, eV: -4.82

Here are the Mulliken charges for atoms 1 to 6, given in e: -0.61 -1.64 0.85 -0.52 -0.34 -0.73

Of them, #x has the highest stability.

#w
Here is C4H7NO4 in the gas phase from OMol25. Energies are from the ωB97M-V functional and the def2-TZVPD basis.

The geometry in ORCA input format:
```
! wB97M-V def2-TZVPD RIJCOSX def2/J DEFGRID3
* xyz 0 1
N -1.56 1.17 0.00
C -0.67 0.23 0.69
C -0.34 -1.14 0.02
C 0.60 -0.92 -1.17
O 1.42 -0.08 -1.39
O 0.43 -1.95 -1.98
C 0.62 0.73 1.27
O 1.59 0.05 1.35
O 0.60 2.11 1.49
H -1.84 0.84 -0.96
H -1.00 2.01 -0.23
H -1.24 -0.13 1.56
H -1.19 -1.62 -0.46
H 0.13 -1.76 0.79
H 0.95 -1.89 -2.79
H 1.50 2.36 1.81
*
```

Properties
Gap between HOMO and LUMO, eV: 10.43
Molecular weight, g mol⁻¹: 133.1
SMILES: N[C@@H](CC(=O)O)C(=O)O
LUMO energy, hartree: 0.024
E_HOMO, eV: -9.77

Here are the Mulliken charges for atoms 1 to 6, given in e: -0.67 0.12 -0.75 0.55 -0.55 -0.44

#x
Here is C4H7NO4 in the gas phase from OMol25. Energies are from the ωB97M-V functional and the def2-TZVPD basis.

The geometry in ORCA input format:
```
! wB97M-V def2-TZVPD RIJCOSX def2/J DEFGRID3
* xyz 0 1
C -0.72 0.16 2.13
C -0.92 -0.55 0.63
O -2.08 -1.20 0.35
N 0.23 -0.38 -0.34
C 1.38 -1.32 -0.05
O -0.16 -0.41 -1.63
C -0.45 1.01 -1.99
O -1.61 1.64 -1.63
O 0.52 1.87 -2.74
H 0.46 0.28 2.27
H -1.21 -0.49 2.99
H -1.20 1.23 2.06
H 2.36 -0.78 -0.48
H 1.55 -1.36 1.12
H 1.28 -2.39 -0.52
H 0.59 2.70 -2.18
*
```

Properties
Gap between HOMO and LUMO, eV: 9.73
Molecular weight, g mol⁻¹: 133.1
SMILES: CC(=O)N(C)OC(=O)O
LUMO energy, hartree: -0.006
E_HOMO, eV: -9.88

Here are the Mulliken charges for atoms 1 to 6, given in e: -0.79 0.40 -0.54 0.14 -0.75 -0.20

Of them, #w has the highest stability.

#w
Here is 2 unconnected molecules or ions with the total composition C4H7NO4 from OMol25. Energies are from the ωB97M-V functional and the def2-TZVPD basis.

The geometry in ORCA input format:
```
! wB97M-V def2-TZVPD RIJCOSX def2/J DEFGRID3
* xyz 0 1
O 0.49 1.79 -0.10
C -0.43 1.04 0.07
C -1.44 0.67 -1.02
C -1.48 -0.73 -0.25
C -0.99 -0.08 1.01
O -0.12 -0.86 1.77
H -0.98 0.73 -1.92
H -2.39 1.12 -1.02
H -2.43 -1.21 -0.08
H -0.68 -1.35 -0.46
H -1.94 0.24 1.63
H 0.54 -1.29 1.26
O 4.06 -1.06 0.17
N 3.52 -0.02 0.08
O 2.33 0.03 -0.66
H 1.92 0.99 -0.45
*
```

Properties
Gap between HOMO and LUMO, eV: 10.24
Molecular weight, g mol⁻¹: 133.1
SMILES: O=C1CC[C@H]1O.O=NO
LUMO energy, hartree: 0.009
E_HOMO, eV: -9.99

Here are the Mulliken charges for atoms 1 to 6, given in e: -0.65 0.58 -0.66 -0.74 0.14 -0.53

#x
Here is C4H7NO4 in the gas phase from OMol25. Energies are from the ωB97M-V functional and the def2-TZVPD basis.

The geometry in ORCA input format:
```
! wB97M-V def2-TZVPD RIJCOSX def2/J DEFGRID3
* xyz 0 1
N 1.59 1.55 0.06
C 0.68 0.45 0.37
C -0.62 0.68 -0.42
C -1.77 -0.05 0.16
O -1.91 -0.30 1.32
O -2.73 -0.33 -0.71
C 1.22 -0.94 0.08
O 2.44 -1.15 -0.04
O 0.27 -1.87 0.00
H 2.35 1.59 0.75
H 2.05 1.29 -0.82
H 0.40 0.51 1.41
H -0.87 1.73 -0.34
H -0.46 0.41 -1.48
H -3.39 -0.87 -0.20
H 0.74 -2.69 -0.15
*
```

Properties
Gap between HOMO and LUMO, eV: 10.76
Molecular weight, g mol⁻¹: 133.1
SMILES: N[C@@H](CC(=O)O)C(=O)O
LUMO energy, hartree: 0.020
E_HOMO, eV: -10.20

Here are the Mulliken charges for atoms 1 to 6, given in e: -0.69 0.13 -0.73 0.66 -0.58 -0.48

#y
Here is 2 unconnected molecules or ions with the total composition C4H7NO4 from OMol25. Energies are from the ωB97M-V functional and the def2-TZVPD basis.

The geometry in ORCA input format:
```
! wB97M-V def2-TZVPD RIJCOSX def2/J DEFGRID3
* xyz 0 1
C 0.04 1.90 -0.73
N 0.60 0.76 -0.80
C 1.80 0.54 -0.12
O 2.27 1.13 0.83
O 2.55 -0.32 -0.85
H 0.39 2.65 0.00
H -0.85 2.11 -1.34
H 3.36 -0.45 -0.33
C -2.17 -0.71 0.48
C -0.82 -1.12 -0.02
O -0.63 -1.97 -0.87
O 0.13 -1.02 1.13
H -2.07 0.11 1.18
H -2.77 -0.37 -0.38
H -2.66 -1.57 0.94
H 0.84 -1.66 0.90
*
```

Properties
Gap between HOMO and LUMO, eV: 10.25
Molecular weight, g mol⁻¹: 133.1
SMILES: C=NC(=O)O.CC(=O)O
LUMO energy, hartree: -0.003
E_HOMO, eV: -10.33

Here are the Mulliken charges for atoms 1 to 6, given in e: -0.31 -0.34 0.75 -0.57 -0.43 0.26

Of them, #x has the highest stability.